C17H24N2O4 | ωB97M-V/def2-TZVPD

Summary:
LUMO = 0.49 eV
HOMO = -7.799 eV
ΔE to the lowest compared entry with this formula, charge and spin = 16.591 eV
Orbital gap = 8.29 eV
Total charge = 0
Multiplicity = 1
Structure (SMILES) = CCCCC(=O)Nc1cc(NC(=O)CCCC)cc(C(=O)O)c1

Element x y z (Å)
C1 -7.31 -2.00 0.23
C2 -6.40 -0.72 0.09
C3 -4.89 -0.90 0.05
C4 -4.17 0.26 0.00
C5 -2.71 -0.18 -0.12
O1 -2.32 -1.19 0.20
N1 -2.08 1.02 0.05
C6 -0.63 1.31 -0.26
C7 0.19 0.23 -0.48
C8 1.66 0.36 -0.41
N2 2.49 -0.59 -0.53
C9 2.22 -1.87 -1.28
O2 1.07 -2.14 -1.42
C10 3.52 -2.61 -1.20
C11 3.95 -3.07 0.31
C12 2.97 -3.76 0.66
C13 3.56 -4.31 2.27
C14 2.09 1.87 -0.15
C15 1.19 2.84 -0.04
C16 1.89 4.06 0.18
O3 3.01 4.26 0.46
O4 1.03 4.89 0.54
C17 -0.06 2.38 -0.04
H1 -7.25 -2.56 -0.80
H2 -8.27 -1.85 0.14
H3 -7.04 -2.68 1.08
H4 -6.90 -0.14 0.99
H5 -6.87 -0.29 -0.78
H6 -4.72 -1.69 -0.62
H7 -4.91 -1.48 1.21
H8 -4.49 0.90 -0.86
H9 -4.58 1.05 0.99
H10 -2.50 2.04 0.16
H11 -0.14 -0.77 -0.73
H12 3.52 -0.20 -0.43
H13 4.28 -2.31 -1.82
H14 3.24 -3.69 -1.82
H15 4.24 -2.25 0.58
H16 4.96 -3.68 0.05
H17 2.75 -4.86 0.40
H18 2.07 -3.22 0.96
H19 3.72 -3.63 2.87
H20 4.41 -4.78 2.17
H21 2.64 -4.94 2.92
H22 3.32 1.95 -0.23
H23 1.41 5.84 0.72
H24 -0.71 3.49 0.29

Here are the Mulliken charges for atoms 1 to 2, given in e: -1.396, -0.381

C35H45F15N3O16P | ωB97M-V/def2-TZVPD

Summary:
LUMO = -0.03 eV
HOMO = -8.743 eV
Orbital gap = 8.71 eV
Total charge = 0
Multiplicity = 1
Structure (SMILES) = CCCNc1cc2c(c(N(C)C(C)=O)c1)C(=O)N(CP(=O)(O)O)C2=O.CCOC(=O)C(F)(F)F.CCOC(=O)C(F)(F)F.CCOC(=O)C(F)(F)F.CCOC(=O)C(F)(F)F.CCOC(=O)C(F)(F)F

Element x y z (Å)
C1 5.78 3.42 -0.19
C2 4.49 2.65 -0.51
C3 3.77 2.14 0.72
N1 2.64 1.26 0.38
C4 1.33 1.79 0.49
C5 0.28 0.87 0.56
C6 -1.00 1.37 0.63
C7 -1.28 2.74 0.68
C8 -0.24 3.67 0.63
N2 -0.49 5.06 0.70
C9 -1.61 5.54 -0.13
C10 0.70 5.85 0.42
C11 1.15 5.94 -1.02
O1 1.27 6.42 1.31
C12 1.05 3.16 0.51
C13 -2.76 2.85 0.79
O2 -3.44 3.67 1.34
N3 -3.30 1.62 0.20
C14 -3.43 1.74 -1.26
P1 -3.07 0.25 -2.21
O3 -1.64 -0.11 -2.23
O4 -4.02 -0.89 -1.69
O5 -3.59 0.59 -3.69
C15 -2.30 0.65 0.67
O6 -2.57 -0.42 1.12
H1 6.35 2.93 0.60
H2 5.57 4.46 0.06
H3 6.42 3.43 -1.08
H4 3.83 3.22 -1.17
H5 4.79 1.77 -1.08
H6 3.47 2.94 1.40
H7 4.48 1.52 1.27
H8 2.75 0.98 -0.59
H9 0.46 -0.19 0.53
H10 -2.51 5.59 0.47
H11 -1.81 4.89 -0.99
H12 -1.41 6.56 -0.46
H13 2.24 6.03 -1.06
H14 0.83 5.07 -1.59
H15 0.68 6.81 -1.48
H16 1.89 3.84 0.46
H17 -4.47 2.00 -1.49
H18 -2.80 2.52 -1.69
H19 -4.28 -1.51 -2.39
H20 -2.80 0.88 -4.16
C16 -6.64 0.12 -4.11
C17 -6.85 -0.48 -5.48
O7 -8.20 -0.34 -5.97
C18 -8.49 0.82 -6.54
O8 -7.76 1.75 -6.69
C19 -9.95 0.80 -7.05
F1 -10.77 0.27 -6.14
F2 -10.02 0.06 -8.16
F3 -10.36 2.03 -7.33
H21 -7.34 -0.30 -3.38
H22 -5.63 -0.11 -3.81
H23 -6.78 1.20 -4.11
H24 -6.68 -1.55 -5.43
H25 -6.15 -0.06 -6.20
C20 3.73 -1.09 6.48
C21 3.14 0.23 6.93
O9 3.89 1.35 6.42
C22 3.59 1.71 5.18
O10 2.79 1.20 4.45
C23 4.41 2.95 4.77
F4 5.69 2.85 5.13
F5 3.90 4.05 5.35
F6 4.35 3.10 3.45
H26 4.79 -1.15 6.76
H27 3.19 -1.92 6.93
H28 3.67 -1.19 5.39
H29 3.19 0.32 8.02
H30 2.10 0.32 6.63
C24 -2.40 -3.50 6.30
C25 -1.47 -4.13 5.29
O11 -0.10 -4.10 5.75
C26 0.26 -5.07 6.59
O12 -0.42 -5.96 7.00
C27 1.75 -4.91 6.94
F7 2.05 -3.62 7.20
F8 2.51 -5.30 5.91
F9 2.07 -5.63 8.00
H31 -2.08 -2.49 6.53
H32 -3.41 -3.46 5.89
H33 -2.42 -4.07 7.23
H34 -1.46 -3.57 4.36
H35 -1.75 -5.16 5.06
C28 5.57 -4.82 -0.56
C29 4.79 -3.56 -0.25
O13 5.66 -2.49 0.16
C30 6.25 -1.81 -0.81
O14 6.14 -1.97 -1.98
C31 7.10 -0.67 -0.19
F10 7.80 -1.10 0.86
F11 6.28 0.31 0.23
F12 7.93 -0.17 -1.09
H36 6.18 -5.11 0.29
H37 4.88 -5.63 -0.80
H38 6.23 -4.67 -1.42
H39 4.12 -3.71 0.59
H40 4.19 -3.23 -1.10
C32 -0.04 -2.84 -5.46
C33 -0.85 -2.60 -4.20
O15 -2.26 -2.50 -4.50
C34 -2.92 -3.63 -4.62
O16 -2.51 -4.75 -4.52
C35 -4.41 -3.31 -4.84
F13 -4.58 -2.33 -5.73
F14 -4.95 -2.88 -3.67
F15 -5.10 -4.36 -5.24
H41 -0.24 -2.06 -6.19
H42 1.02 -2.83 -5.22
H43 -0.29 -3.80 -5.90
H44 -0.60 -1.64 -3.74
H45 -0.69 -3.38 -3.46

Here are the Mulliken charges for atoms 1 to 2, given in e: -1.529, -0.248

C15H36F3N4O2 | ωB97M-V/def2-TZVPD

Summary:
LUMO = -3.00 eV
HOMO = -11.609 eV
Orbital gap = 8.61 eV
Total charge = +1
Multiplicity = 1

Element x y z (Å)
F1 -1.50 -0.95 -0.90
C1 -2.90 -1.04 -0.92
F2 -3.20 -1.99 -1.92
F3 -3.41 -1.62 0.27
C2 -3.65 0.30 -1.25
C3 -3.27 1.53 -0.31
C4 -1.87 2.22 -0.65
C5 -0.83 1.76 0.47
N1 0.62 1.92 0.10
C6 0.93 1.67 -1.34
C7 -0.06 2.65 -2.18
N2 -1.42 2.04 -2.05
H1 -3.46 0.53 -2.35
H2 -4.77 0.09 -1.19
H3 -4.11 2.29 -0.41
H4 -3.28 1.13 0.77
H5 -2.03 3.34 -0.50
H6 -1.00 2.45 1.37
H7 -1.01 0.71 0.88
H8 0.90 2.89 0.32
H9 1.19 1.23 0.64
H10 2.02 1.81 -1.63
H11 0.67 0.59 -1.62
H12 0.29 2.77 -3.24
H13 -0.06 3.67 -1.66
H14 -1.29 1.06 -2.31
C8 -1.48 -1.50 3.09
C9 -0.81 -0.59 4.12
C10 -1.26 -0.86 5.57
O1 -2.54 -0.32 5.88
C11 -3.64 -1.14 5.50
N3 -1.03 0.81 3.73
H15 -2.51 -1.22 2.90
H16 -0.95 -1.44 2.14
H17 -1.45 -2.54 3.42
H18 0.27 -0.79 4.08
H19 -0.56 -0.35 6.24
H20 -1.22 -1.92 5.82
H21 -3.41 -2.21 5.61
H22 -3.94 -0.92 4.48
H23 -4.48 -0.91 6.16
H24 -0.51 1.41 4.37
H25 -2.00 1.03 3.94
C12 4.75 -1.84 -4.55
C13 3.47 -2.03 -3.76
C14 2.89 -0.72 -3.19
O2 3.57 -0.23 -2.03
C15 4.73 0.53 -2.31
N4 3.70 -3.02 -2.71
H26 5.62 -1.64 -3.91
H27 4.98 -2.74 -5.13
H28 4.66 -1.01 -5.26
H29 2.72 -2.44 -4.45
H30 1.86 -0.92 -2.87
H31 2.83 0.06 -3.96
H32 4.63 1.12 -3.22
H33 5.60 -0.13 -2.38
H34 4.90 1.20 -1.47
H35 2.82 -3.22 -2.23
H36 4.27 -2.57 -1.99

Here are the Mulliken charges for atoms 1 to 2, given in e: -0.165, 0.719

C5H8O | ωB97M-V/def2-TZVPD

Summary:
LUMO = 0.19 eV
HOMO = -8.931 eV
ΔE to the lowest compared entry with this formula, charge and spin = 5.099 eV
Orbital gap = 9.12 eV
Total charge = 0
Multiplicity = 1
Structure (SMILES) = CC1C=C1.C=O

Element x y z (Å)
C1 1.67 -0.19 0.44
C2 0.83 0.69 -0.43
C3 -0.44 0.28 -1.08
C4 -0.52 1.16 -0.10
H1 1.05 -0.78 1.12
H2 2.34 0.41 1.06
H3 2.28 -0.88 -0.15
H4 1.40 1.42 -1.02
H5 -0.78 0.05 -2.08
H6 -1.02 2.06 0.26
C5 -1.63 -0.98 0.40
O1 -1.37 -0.52 1.49
H7 -1.13 -1.91 0.06
H8 -2.65 -0.78 0.04

Here are the Mulliken charges for atoms 1 to 2, given in e: -1.210, 0.113